# 1
Computed, not measured: a cluster of 2 separate species, H4O2 in total, with the ωB97M-V functional and the def2-TZVPD basis.

DFT total energy   -4159.555 eV
ΔE to the lowest compared entry with this formula, charge and spin   8.9 kcal/mol
Spin multiplicity   1
SMILES   O.O
Frontier orbital gap   12.3 eV

Structure (XYZ):
```
6
Properties=species:S:1:pos:R:3:forces:R:3
O -1.742603 -0.302272 -0.166250 -2.5558 -2.0626 1.3819
H -2.538409 0.035596 0.321550 1.5968 0.0177 -0.9186
H -1.150248 0.349943 -0.435845 1.0159 2.0568 -0.4824
O 1.864800 -0.324745 -0.169847 0.2363 1.8262 0.9283
H 2.409237 0.524323 -0.072477 -1.3279 -1.8710 -0.0517
H 1.157223 -0.282846 0.522869 1.0348 0.0328 -0.8575
```
Forces are in eV/Å.



# 2
Computed, not measured: a cluster of 9 separate species, C23H55F9N3O8 in total, with the ωB97M-V functional and the def2-TZVPD basis.

Net charge   +1
DFT total energy   -70041.511 eV
Spin multiplicity   1
Frontier orbital gap   7.0 eV

Structure (XYZ):
```
98
Properties=species:S:1:pos:R:3:forces:R:3
N 2.363997 2.172683 2.301664 -1.2254 -0.5383 0.4941
C 1.811524 3.090121 1.539520 0.2880 1.6319 -0.2298
N 2.175737 4.452885 1.673814 0.5353 -0.8677 -1.1846
C 2.025708 5.021144 0.295911 -0.3612 -0.6308 0.6647
C 1.247157 3.947827 -0.505149 0.1056 1.1929 0.0944
N 0.874887 2.996046 0.579882 0.4417 -1.7951 -0.0929
C 0.188102 1.751887 0.287216 -0.3667 -0.1250 -0.9938
F 0.199837 1.571595 -1.037399 0.1303 -0.1264 0.0751
F 0.788714 0.684169 0.816170 0.1458 0.1650 0.4822
C -1.330494 1.747679 0.728345 0.2969 -0.3518 0.2482
F -2.106210 2.047579 -0.330339 0.1291 0.1697 0.1602
F -1.629689 0.501042 1.123309 0.1955 0.3214 -0.0932
C -1.672580 2.716033 1.894707 -1.2379 -0.0888 -0.0067
F -2.723640 2.184496 2.538514 0.1269 0.0698 0.0448
F -0.663852 2.791617 2.789630 0.3367 -0.0125 -0.1427
C -2.131915 4.150152 1.451749 -0.6290 0.1130 0.6296
F -2.000438 4.967433 2.509968 0.1635 -0.2223 -0.6146
F -1.404863 4.617079 0.428615 -0.2541 -0.0177 0.3512
F -3.426548 4.111455 1.118207 0.9009 0.0862 -0.1365
H 1.773774 1.544058 2.822758 0.0295 -0.7220 -0.6137
H 3.355223 1.994811 2.381961 0.2343 1.0772 0.8335
H 1.355722 4.770777 2.193404 0.4586 0.3736 0.7103
H 3.022993 5.129278 -0.101501 0.1267 0.3600 -0.1565
H 1.503591 5.959130 0.388718 0.0756 0.3346 -0.3423
H 0.404165 4.312926 -1.065108 -0.4020 0.0962 0.2447
H 1.892591 3.509151 -1.255909 0.0862 -0.6521 0.1778
C -2.242245 3.879202 -4.286338 0.0335 0.0560 0.1219
C -0.830553 3.355524 -4.109732 -0.2552 -0.0298 0.0410
O -0.438963 3.355108 -2.729032 -0.0507 0.2890 -0.5662
H -2.324459 4.892780 -3.892495 0.0257 0.0242 -0.0524
H -2.527799 3.888129 -5.337944 -0.0128 -0.0233 0.0016
H -2.956015 3.257231 -3.740565 -0.0115 -0.0537 -0.0750
H -0.118513 3.986451 -4.638509 0.0750 -0.0125 0.0766
H -0.746832 2.338232 -4.502319 0.0471 0.0372 -0.0764
H -1.061023 2.793307 -2.263611 -0.1720 -0.0875 -0.0358
C 1.818905 9.557497 -2.605836 -0.0785 -0.1088 0.0054
C 2.005080 9.195510 -1.145925 0.1129 -0.0311 -0.2081
O 1.739155 7.805463 -0.911400 -0.0614 0.0559 0.1163
H 0.803173 9.327909 -2.928223 -0.0244 0.0529 0.0270
H 2.008127 10.617716 -2.772472 0.0236 -0.0034 -0.0073
H 2.500376 8.982136 -3.237242 0.0645 0.0680 0.0059
H 1.312853 9.754640 -0.520123 -0.0259 -0.0852 0.0666
H 3.023623 9.424106 -0.819794 -0.0324 0.0851 0.0404
H 2.354727 7.306412 -1.455790 0.0329 0.0402 -0.1136
C -3.399893 -1.608338 2.882277 -0.0144 0.0616 0.0514
C -3.150433 -1.847544 4.359461 0.1433 -0.2201 -0.1973
O -3.391188 -3.204543 4.714917 -0.1037 0.1180 0.1273
H -4.425446 -1.870742 2.621948 -0.0241 0.0327 0.0281
H -3.227021 -0.563531 2.621993 -0.0464 0.0191 0.0337
H -2.747639 -2.233815 2.272435 0.0253 0.0274 -0.0241
H -3.816953 -1.239821 4.969408 -0.0163 -0.0692 0.0688
H -2.116463 -1.588217 4.620212 -0.0361 0.1465 0.0189
H -2.798931 -3.750928 4.191399 0.0104 -0.0543 -0.0495
C 5.479867 2.471682 6.435124 -0.0104 -0.1251 -0.0559
C 4.846915 2.915783 5.132871 -0.0818 -0.0496 0.2349
O 4.133515 1.838339 4.503515 0.0546 0.0549 -0.1999
H 6.163859 1.641248 6.262045 0.0455 0.0373 -0.0232
H 6.030965 3.289426 6.898652 -0.0192 0.0102 0.0133
H 4.718137 2.126650 7.137920 -0.0077 0.0858 0.0353
H 5.608291 3.240805 4.426398 -0.0428 -0.0550 -0.0870
H 4.158382 3.748858 5.302860 0.0659 0.0628 -0.0310
H 3.455040 1.547619 5.120060 0.0696 -0.0932 0.1267
C -3.824993 -0.995617 -0.709057 0.0293 0.0366 -0.0975
C -5.129887 -1.769806 -0.735933 0.2168 -0.2771 0.0197
O -5.135352 -2.746984 -1.768980 -0.0727 0.1793 -0.0844
H -3.654748 -0.502101 -1.668363 -0.0704 0.0305 0.0026
H -3.836238 -0.242213 0.079291 -0.0175 -0.0222 0.0247
H -2.981914 -1.669689 -0.535557 -0.0303 -0.0086 0.1195
H -5.967512 -1.100807 -0.927543 -0.0449 -0.0559 -0.0591
H -5.298111 -2.265889 0.225400 -0.0223 0.1393 0.0711
H -4.410274 -3.355236 -1.596922 -0.0078 -0.0908 0.0441
C -1.184875 -6.128922 0.721137 -0.0425 0.0419 0.0343
C -1.474214 -4.738615 1.249132 -0.2092 -0.2842 0.1042
O -2.866569 -4.419169 1.175216 0.1580 0.1463 -0.1092
H -1.516016 -6.217797 -0.312981 0.0443 0.0483 -0.0305
H -0.120570 -6.357533 0.764968 -0.0082 -0.0468 -0.0464
H -1.726197 -6.879923 1.301827 0.0537 0.0000 0.0547
H -0.950178 -3.987107 0.658834 -0.0627 0.0649 0.0101
H -1.140801 -4.651390 2.291145 0.1329 0.0445 -0.0477
H -3.342637 -5.069144 1.700683 -0.1011 -0.0463 -0.0445
C 0.149443 -9.751018 -1.715665 -0.0321 0.0316 0.0951
C 0.300062 -8.266344 -1.990072 0.1343 -0.1856 -0.0437
O 1.195042 -7.656789 -1.058997 -0.1983 0.1300 0.1068
H -0.221069 -9.917370 -0.703144 -0.0458 0.0058 -0.0125
H -0.541629 -10.213379 -2.421926 0.0224 -0.0137 -0.0103
H 1.115156 -10.255685 -1.795792 -0.0091 -0.0085 -0.0921
H -0.661214 -7.762429 -1.889541 0.0422 0.0705 0.1079
H 0.676420 -8.100465 -2.999757 -0.1684 -0.0428 0.0001
H 2.045939 -8.092862 -1.159374 0.0807 0.0390 -0.1037
C 2.579894 -6.065508 -5.725474 -0.0677 -0.0615 0.0141
C 2.826440 -6.353013 -4.256064 0.1450 -0.1197 -0.1953
O 2.608397 -7.728571 -3.947512 0.0970 0.0687 0.0327
H 1.560649 -6.338284 -5.999778 -0.0233 0.0417 0.0245
H 2.732894 -5.008961 -5.949624 0.0206 -0.0064 -0.0114
H 3.254440 -6.652373 -6.352903 0.0563 0.0605 0.0006
H 2.139761 -5.782476 -3.632196 -0.0111 -0.0821 0.0819
H 3.850160 -6.079694 -3.979836 -0.0385 0.1139 0.0352
H 3.216193 -8.250174 -4.479444 0.0174 -0.0454 -0.0378
```
Forces are in eV/Å.



# 3
Computed, not measured: a cluster of 2 separate species, C3H5N3S in total, with the ωB97M-V functional and the def2-TZVPD basis.

DFT total energy   -18492.024 eV
ΔE to the lowest compared entry with this formula, charge and spin   135.5 kcal/mol
Spin multiplicity   1
Frontier orbital gap   8.6 eV

Structure (XYZ):
```
12
Properties=species:S:1:pos:R:3:forces:R:3
C -0.439541 0.807370 1.510787 2.2586 -3.2726 3.9473
C -1.039918 1.018150 0.281943 -1.3983 1.6814 0.1073
C -0.244939 0.333772 -0.582087 1.9679 -0.4584 -3.4854
H 0.486165 -2.550430 -0.341506 3.6236 4.0853 1.0442
H 2.403054 -1.797070 0.318844 -3.9207 1.0558 -1.6332
H -0.862349 0.868794 2.619823 1.0111 0.5513 -2.7761
H -1.932911 1.748837 0.333452 1.5129 -1.6603 -1.3065
H -1.193737 1.150689 -2.897305 1.3750 -1.3002 0.9625
N 1.444510 -1.514760 -0.274408 -0.1670 -2.5687 0.3742
N 0.930880 -0.222462 0.141233 -3.7280 -0.8046 -1.7480
N 0.640717 -0.027552 1.414458 -1.2930 1.4660 2.3703
S -0.191932 0.184661 -2.525233 -1.2421 1.2249 2.1435
```
Forces are in eV/Å.



- What is the formula in the third record?
  C3H5N3S



- Which of these has the highest DFT total energy?
  H4O2



- The highest DFT total energy belongs to which entry?
  H4O2



- DFT total energy of number 1 (H4O2)?
  -4159.555 eV